{"formula": "C29H36Cl2CoN4O2P2", "method": "ωB97M-V/def2-TZVPD", "elements": ["Co", "Cl", "Cl", "P", "P", "O", "O", "N", "N", "N", "N", "C", "C", "C", "C", "C", "C", "C", "C", "C", "C", "C", "C", "C", "C", "C", "C", "C", "C", "C", "C", "C", "C", "C", "C", "C", "C", "C", "C", "C", "H", "H", "H", "H", "H", "H", "H", "H", "H", "H", "H", "H", "H", "H", "H", "H", "H", "H", "H", "H", "H", "H", "H", "H", "H", "H", "H", "H", "H", "H", "H", "H", "H", "H", "H", "H"], "xyz": [[0.171, -0.098, 3.037], [0.264, -2.077, 4.242], [0.292, -0.950, 6.990], [1.638, -0.371, 1.530], [-1.276, -0.747, 1.527], [-1.264, 0.501, 4.227], [-2.622, -0.101, 5.956], [2.639, 0.943, 1.017], [-1.983, 0.584, 0.639], [-2.734, -1.582, 1.934], [2.776, -1.648, 2.019], [0.104, -0.189, -5.587], [3.655, 0.882, 0.059], [4.157, 2.163, -0.131], [-1.074, 2.446, -6.157], [-0.388, -1.674, 0.220], [2.491, 2.279, 1.411], [3.425, 3.045, 0.729], [-0.725, -1.447, 5.648], [1.101, 2.006, -4.790], [2.951, -2.894, 1.419], [0.315, 2.932, -5.681], [4.405, -2.740, 3.157], [-1.285, -0.447, -4.958], [3.958, -3.579, 2.087], [-1.997, 1.983, -5.064], [-1.629, -0.219, 5.243], [-4.662, -2.745, 1.658], [-2.074, 0.755, -4.537], [-2.618, 2.690, 0.101], [0.966, -0.993, -0.042], [-2.339, 0.592, -0.709], [3.659, -1.568, 3.100], [1.021, 0.673, -4.762], [-2.712, 1.877, -1.071], [-2.981, -2.305, 3.112], [-4.147, -3.035, 2.958], [1.624, 0.805, 4.062], [-3.787, -1.854, 1.052], [-2.164, 1.882, 1.134], [0.592, -1.174, -5.655], [-0.995, -1.735, -0.690], [1.014, 1.532, 4.635], [-2.294, -0.318, -1.288], [-1.146, -1.086, -4.072], [-4.580, -3.708, 3.688], [-2.305, -2.223, 3.952], [1.681, -1.681, -0.508], [1.760, 2.558, 2.154], [3.565, 4.111, 0.839], [5.182, -2.964, 3.868], [0.178, 3.880, -5.138], [-0.959, 1.711, -6.962], [2.037, 0.070, 4.764], [-3.003, 2.176, -2.070], [-1.959, 2.102, 2.173], [1.709, 0.099, -4.125], [-2.862, 3.742, 0.160], [-2.833, 0.549, -3.773], [4.329, -4.558, 1.830], [-0.010, 0.172, -6.615], [3.917, -0.064, -0.388], [1.849, 2.520, -4.174], [2.343, -3.186, 0.577], [-3.823, -1.378, 0.085], [0.848, -0.114, -0.698], [3.675, -0.704, 3.744], [-5.561, -3.142, 1.209], [-0.275, -2.702, 0.603], [-1.866, -1.049, -5.677], [-1.376, -2.267, 5.959], [-2.700, 2.761, -4.731], [2.426, 1.345, 3.541], [0.901, 3.184, -6.582], [4.952, 2.439, -0.806], [-1.559, 3.327, -6.609]], "spin_multiplicity": 4, "s2": 3.776, "gap_ev": [6.8, 8.1], "e_tot_ev": -121958.66338, "homo_ev": [-6.53, -8.74], "relative_energy_kcal_mol": 0.00}

***

{"formula": "CH5PS2", "method": "ωB97M-V/def2-TZVPD", "elements": ["S", "S", "P", "C", "H", "H", "H", "H", "H"], "xyz": [[1.410, 1.459, -1.994], [-2.713, -1.015, 0.532], [0.070, 0.788, -0.653], [1.056, -0.473, 0.329], [-3.760, -0.130, 0.118], [1.656, -1.287, -0.276], [0.021, 1.733, 0.286], [0.299, -1.015, 0.834], [1.960, -0.059, 0.822]], "spin_multiplicity": 1, "gap_ev": [4.7, 4.7], "e_tot_ev": -32073.56413, "homo_ev": [-8.50, -8.50], "relative_energy_kcal_mol": 103.60}

***

{"formula": "C2F4", "method": "ωB97M-V/def2-TZVPD", "elements": ["F", "F", "F", "F", "C", "C"], "xyz": [[2.468, 0.840, -0.976], [-2.132, -0.060, 1.420], [1.684, -0.514, 0.372], [-1.979, -0.023, -0.677], [1.798, 0.813, 0.136], [-1.582, -0.673, 0.401]], "spin_multiplicity": 1, "gap_ev": 11.1, "e_tot_ev": -12939.25489, "homo_ev": -11.35, "relative_energy_kcal_mol": 71.26}

***

{"formula": "C10H8O3", "method": "ωB97M-V/def2-TZVPD", "elements": ["O", "O", "O", "C", "C", "C", "C", "C", "C", "C", "C", "C", "C", "H", "H", "H", "H", "H", "H", "H", "H"], "xyz": [[-0.216, 1.698, -0.094], [-2.336, 2.022, -0.275], [-2.788, -0.790, -0.553], [1.922, -1.227, -0.122], [0.872, 0.934, -0.183], [2.109, 1.563, -0.177], [-1.398, 1.248, -0.310], [-0.500, -1.140, -0.487], [-1.546, -0.258, -0.552], [3.162, -0.640, 0.044], [-3.606, -0.436, 0.622], [3.213, 0.726, 0.037], [0.779, -0.489, -0.347], [-4.100, 0.591, 0.319], [-2.871, -0.260, 1.590], [4.153, 1.054, 0.275], [-4.401, -1.293, 0.736], [2.157, 2.612, -0.237], [3.988, -1.368, 0.376], [1.917, -2.305, -0.064], [-0.510, -2.245, -0.598]], "spin_multiplicity": 1, "gap_ev": 8.6, "e_tot_ev": -16640.12450, "homo_ev": -8.56, "relative_energy_kcal_mol": 46.81}

***

{"formula": "C15H35F3N2O5Pd", "method": "ωB97M-V/def2-TZVPD", "elements": ["Pd", "F", "F", "F", "O", "O", "O", "O", "O", "N", "N", "C", "C", "C", "C", "C", "C", "C", "C", "C", "C", "C", "C", "C", "C", "C", "H", "H", "H", "H", "H", "H", "H", "H", "H", "H", "H", "H", "H", "H", "H", "H", "H", "H", "H", "H", "H", "H", "H", "H", "H", "H", "H", "H", "H", "H", "H", "H", "H", "H", "H"], "xyz": [[17.145, -19.933, -21.884], [21.376, -20.473, -23.162], [20.638, -18.728, -22.125], [22.438, -19.763, -21.464], [15.090, -19.198, -22.170], [20.225, -20.273, -19.687], [16.883, -20.914, -23.768], [19.083, -20.919, -21.488], [17.295, -18.574, -20.136], [17.969, -18.263, -23.379], [16.485, -21.279, -20.141], [14.323, -18.070, -22.323], [18.891, -18.404, -25.627], [14.829, -16.865, -21.487], [16.327, -21.327, -17.679], [17.846, -18.963, -24.664], [20.995, -20.183, -17.381], [20.346, -20.798, -21.019], [21.354, -20.372, -18.858], [17.967, -20.495, -24.579], [17.736, -17.257, -19.922], [21.198, -19.928, -21.957], [12.822, -18.234, -22.138], [16.202, -20.441, -18.937], [17.202, -19.265, -18.901], [16.685, -22.315, -23.866], [18.358, -16.920, -20.754], [18.931, -20.755, -24.124], [17.663, -17.306, -23.514], [12.275, -17.298, -22.302], [16.933, -16.553, -19.711], [22.207, -19.764, -19.173], [15.581, -22.120, -17.780], [21.915, -20.028, -16.821], [17.639, -22.855, -23.793], [18.453, -17.152, -19.097], [15.941, -22.121, -19.960], [20.436, -19.255, -17.213], [16.233, -22.529, -24.835], [18.146, -19.696, -18.562], [18.837, -18.709, -26.676], [17.457, -21.541, -19.933], [15.810, -16.571, -21.853], [16.812, -18.811, -24.993], [20.736, -21.818, -20.899], [14.461, -17.691, -23.357], [19.845, -18.813, -25.273], [16.132, -20.817, -16.738], [12.615, -18.319, -21.059], [17.950, -20.900, -25.593], [16.809, -18.616, -18.114], [17.291, -21.842, -17.697], [18.974, -18.196, -23.212], [16.155, -22.787, -23.040], [15.166, -20.100, -18.951], [14.682, -16.982, -20.413], [21.786, -21.387, -18.871], [14.183, -16.016, -21.757], [12.333, -19.040, -22.679], [20.343, -20.993, -17.061], [18.929, -17.316, -25.676]], "spin_multiplicity": 3, "s2": 2.004, "gap_ev": [7.8, 7.4], "e_tot_ev": -40969.02898, "homo_ev": [-7.09, -6.95], "relative_energy_kcal_mol": 39.46}

***

{"formula": "C5H10ClP", "method": "ωB97M-V/def2-TZVPD", "elements": ["Cl", "P", "C", "C", "C", "C", "C", "H", "H", "H", "H", "H", "H", "H", "H", "H", "H"], "xyz": [[-0.732, 1.799, 0.248], [-2.014, -0.982, -0.283], [1.572, 0.163, -1.311], [0.708, -0.407, -0.168], [-0.606, 0.136, 0.012], [1.568, -0.395, 1.194], [-3.360, 0.232, -0.033], [-4.396, -0.108, -0.110], [-3.502, 0.923, -0.768], [2.599, -0.307, -1.108], [1.526, 1.177, -1.152], [2.202, -1.290, 1.369], [-3.298, 0.839, 0.828], [1.018, -0.049, -2.181], [0.771, -0.336, 2.099], [0.646, -1.375, -0.540], [2.155, 0.435, 1.355]], "spin_multiplicity": 1, "gap_ev": 8.3, "e_tot_ev": -27155.96315, "homo_ev": -8.31, "relative_energy_kcal_mol": 25.03}

***

{"formula": "C45H22F15GeN4O2S2Ti", "method": "ωB97M-V/def2-TZVPD", "elements": ["Ge", "Ti", "S", "S", "F", "F", "F", "F", "F", "F", "F", "F", "F", "F", "F", "F", "F", "F", "F", "O", "O", "N", "N", "N", "N", "C", "C", "C", "C", "C", "C", "C", "C", "C", "C", "C", "C", "C", "C", "C", "C", "C", "C", "C", "C", "C", "C", "C", "C", "C", "C", "C", "C", "C", "C", "C", "C", "C", "C", "C", "C", "C", "C", "C", "C", "C", "C", "C", "C", "C", "H", "H", "H", "H", "H", "H", "H", "H", "H", "H", "H", "H", "H", "H", "H", "H", "H", "H", "H", "H", "H", "H"], "xyz": [[3.010, 1.704, -0.003], [0.145, 1.018, -0.275], [-2.421, 1.966, 2.677], [1.316, 2.536, 1.116], [1.220, 0.019, -2.145], [5.427, -0.275, 0.043], [4.723, -2.563, -4.034], [2.104, 5.162, -3.918], [6.843, 3.851, 3.165], [3.289, -0.137, 2.232], [5.327, 3.851, 0.912], [5.858, 2.307, -1.177], [4.705, -0.124, 4.581], [6.542, 1.867, 5.008], [1.386, 3.498, -1.829], [6.626, 3.917, -3.263], [6.358, -1.854, -1.937], [4.746, 5.399, -4.589], [2.132, -1.625, -4.078], [-6.106, -5.115, -2.630], [-0.649, 1.952, -1.552], [-6.862, 0.340, -2.046], [-6.077, 1.305, -2.174], [-1.748, 0.277, -0.072], [1.548, -4.931, 7.336], [4.380, 4.594, -3.579], [4.951, 3.059, -1.823], [-4.728, 1.359, -2.035], [0.728, -0.687, 0.670], [1.063, -2.297, 2.723], [-1.839, 3.585, 2.110], [3.299, -0.104, -0.950], [-2.680, 2.490, -2.770], [-7.262, -3.271, -1.767], [2.515, -0.471, -2.056], [5.829, 1.841, 3.876], [5.099, -1.397, -1.983], [5.340, 3.850, -2.885], [-6.190, -3.754, -2.523], [-3.668, -0.835, 0.823], [0.912, -1.468, 1.588], [4.902, 0.826, 3.656], [5.211, 2.834, 1.775], [-5.301, -2.848, -3.089], [-2.591, 0.893, -0.959], [2.379, -3.692, 4.177], [-1.931, 1.813, -1.805], [4.269, -1.763, -3.054], [1.457, -4.403, 6.321], [2.957, -1.285, -3.074], [4.182, 0.835, 2.475], [5.978, 2.853, 2.933], [4.613, -0.593, -0.978], [3.031, 4.481, -3.225], [-4.041, 2.277, -2.850], [3.626, 2.988, -1.394], [1.321, -3.734, 5.089], [-4.530, -0.181, -0.043], [-0.966, 1.437, 3.623], [-7.449, -1.922, -1.596], [-6.543, -0.996, -2.139], [-5.465, -1.494, -2.881], [-2.307, -0.600, 0.774], [-3.988, 0.660, -1.021], [2.685, 3.672, -2.163], [-0.008, -2.385, 3.623], [4.329, 1.806, 1.500], [2.252, -2.980, 3.005], [0.115, -3.094, 4.793], [-5.029, -5.663, -3.349], [3.293, -4.222, 4.411], [-5.596, -0.315, 0.049], [3.075, -2.933, 2.308], [-5.132, -6.746, -3.263], [-4.758, -0.804, -3.314], [-4.059, -1.526, 1.552], [-0.938, -1.883, 3.398], [-4.062, -5.366, -2.926], [-1.556, 4.182, 2.974], [-2.662, 4.054, 1.581], [-1.174, 0.433, 3.981], [-4.623, 2.790, -3.600], [-0.086, 1.423, 2.975], [-0.984, 3.447, 1.444], [-5.071, -5.381, -4.408], [-1.637, -1.124, 1.442], [-0.818, 2.106, 4.468], [-8.274, -1.555, -1.006], [-0.707, -3.159, 5.490], [-7.938, -3.981, -1.316], [-2.176, 3.163, -3.449], [-4.462, -3.184, -3.677]], "spin_multiplicity": 3, "s2": 2.069, "gap_ev": [4.0, 5.7], "total_charge": -1, "e_tot_ev": -199138.00670, "homo_ev": [-2.60, -4.40], "relative_energy_kcal_mol": 68.20}

***

{"formula": "C24H68N5O15", "method": "ωB97M-V/def2-TZVPD", "elements": ["O", "O", "O", "O", "O", "O", "O", "O", "O", "O", "O", "O", "O", "O", "O", "N", "N", "N", "N", "N", "C", "C", "C", "C", "C", "C", "C", "C", "C", "C", "C", "C", "C", "C", "C", "C", "C", "C", "C", "C", "C", "C", "C", "C", "H", "H", "H", "H", "H", "H", "H", "H", "H", "H", "H", "H", "H", "H", "H", "H", "H", "H", "H", "H", "H", "H", "H", "H", "H", "H", "H", "H", "H", "H", "H", "H", "H", "H", "H", "H", "H", "H", "H", "H", "H", "H", "H", "H", "H", "H", "H", "H", "H", "H", "H", "H", "H", "H", "H", "H", "H", "H", "H", "H", "H", "H", "H", "H", "H", "H", "H", "H"], "xyz": [[1.249, 0.543, -0.386], [-0.770, 0.201, -0.597], [3.330, 0.209, 5.115], [5.705, 0.251, -0.335], [-0.130, 2.120, -0.079], [1.571, 6.095, 0.669], [-5.125, 2.250, 3.219], [0.176, -5.900, 0.027], [-0.662, -0.390, -6.817], [1.914, 8.676, 2.161], [-1.389, 4.330, -3.891], [-3.040, 4.567, -1.525], [-5.821, -1.856, -1.869], [-3.192, 0.934, 4.912], [5.260, -2.547, -1.413], [2.077, -0.871, -4.298], [2.703, -3.544, 1.398], [4.330, -2.599, 5.092], [-7.308, -0.427, 1.147], [0.108, 0.947, -0.363], [5.188, -1.417, 5.241], [6.553, -1.941, -1.270], [0.645, -4.216, 2.474], [0.684, 8.008, 1.898], [-3.776, 1.922, 2.823], [-1.732, 0.452, -7.212], [-2.866, 5.604, -2.474], [-3.179, 0.739, 3.517], [-5.852, -1.222, -0.607], [6.502, -0.949, -0.079], [0.925, 6.488, 1.851], [6.604, -1.750, 4.799], [-7.677, 0.554, -0.951], [-7.252, -0.722, -0.294], [1.123, -4.883, 0.043], [0.627, -7.209, 0.054], [-0.005, -0.106, -5.556], [-4.526, -2.093, -2.450], [4.592, -0.180, 4.457], [-2.623, 5.067, -3.934], [0.978, -1.279, -5.234], [2.787, 1.396, 4.583], [1.692, -4.539, 1.438], [0.316, -2.574, -4.719], [1.563, 6.169, 2.675], [3.307, -3.718, 0.608], [-7.732, 0.382, -2.026], [-1.923, 0.253, -8.266], [0.514, 0.852, -5.513], [4.479, -0.361, 3.388], [0.906, -3.951, 3.499], [-0.737, -0.026, -4.753], [-3.834, -2.681, -1.846], [-3.814, 6.137, -2.401], [1.022, -3.401, -4.646], [7.499, -0.700, 0.282], [2.639, 8.135, 1.839], [2.229, -5.396, 1.843], [-0.015, 5.952, 1.987], [-0.422, -2.889, -5.458], [0.582, -4.013, -0.328], [1.179, -7.503, 0.947], [2.207, -2.762, 0.994], [1.710, -1.007, -3.367], [-6.893, -1.165, 1.698], [6.680, -2.098, 3.769], [6.101, -1.532, 0.750], [1.142, 5.256, 0.487], [-8.656, 0.844, -0.569], [-8.263, -0.469, 1.473], [-0.005, -3.385, 2.199], [1.987, 1.757, 5.229], [5.306, 0.627, 4.625], [6.906, -1.608, -2.246], [-0.152, -2.292, -3.776], [-4.787, -2.638, -3.357], [-5.165, -0.376, -0.610], [7.187, -2.793, -1.023], [5.176, -1.140, 6.296], [-2.201, 4.130, -1.358], [-8.004, -1.508, -0.356], [4.815, -2.308, -2.230], [-1.440, 1.501, -7.257], [-3.746, -0.169, 3.312], [0.174, 8.365, 1.004], [1.812, -5.153, -0.757], [-2.713, 5.885, -4.649], [3.426, -2.249, 5.374], [-3.135, 2.781, 3.021], [-3.428, 4.471, -4.364], [-1.529, 3.520, -3.396], [-6.893, 1.295, -0.793], [-3.574, 1.869, 1.753], [4.774, 0.016, -0.336], [4.098, -2.646, 4.110], [-2.144, 0.680, 3.182], [6.989, -2.517, 5.471], [7.322, -0.932, 4.847], [1.456, -1.565, -6.171], [-2.645, 0.327, -6.630], [-5.718, 1.619, 2.804], [-0.038, -5.058, 2.583], [-2.004, 6.215, -2.202], [-5.445, -1.938, 0.106], [0.002, 8.289, 2.701], [2.458, 0.059, -4.395], [2.255, 1.151, 3.664], [-4.084, -1.150, -2.772], [-0.270, -7.816, -0.066], [-3.981, 1.425, 5.153], [1.298, -7.420, -0.779], [3.474, 2.233, 4.462]], "spin_multiplicity": 1, "gap_ev": 7.5, "total_charge": -1, "e_tot_ev": -64146.14014, "homo_ev": -5.13, "relative_energy_kcal_mol": 92.50}

***

{"formula": "C4H12NO2", "method": "ωB97M-V/def2-TZVPD", "elements": ["O", "O", "N", "C", "C", "C", "C", "H", "H", "H", "H", "H", "H", "H", "H", "H", "H", "H", "H"], "xyz": [[-3.568, -0.958, 0.537], [-1.185, -0.304, 1.210], [1.453, -1.702, -0.632], [1.502, 0.801, -0.084], [0.119, 0.953, -0.660], [1.676, -0.587, 0.341], [-0.944, 0.844, 0.472], [-0.185, 0.245, -1.410], [1.022, -0.815, 1.158], [1.921, -1.351, -1.513], [2.677, -0.875, 0.983], [-3.354, -1.606, -0.149], [-0.123, 1.922, -1.178], [-1.861, 1.180, -0.147], [0.474, -1.578, -0.836], [2.315, 1.129, -0.791], [-0.780, 1.733, 1.087], [-2.641, -0.490, 0.804], [1.482, 1.461, 0.807]], "spin_multiplicity": 1, "gap_ev": 7.5, "total_charge": -1, "e_tot_ev": -9927.06543, "homo_ev": -3.48, "relative_energy_kcal_mol": 26.72}

***

{"formula": "C5H8N", "method": "ωB97M-V/def2-TZVPD", "elements": ["N", "C", "C", "C", "C", "C", "H", "H", "H", "H", "H", "H", "H", "H"], "xyz": [[-1.242, 0.660, 0.137], [0.060, -1.270, 0.150], [2.251, 0.130, -0.011], [0.109, 1.210, 0.133], [0.873, -0.018, 0.024], [-1.336, -0.806, -0.135], [0.319, 2.131, -0.290], [2.903, -0.724, -0.089], [-1.626, 0.893, 1.032], [0.289, -2.293, 0.462], [-1.935, 1.088, -0.499], [-1.300, -0.710, -1.297], [2.665, 1.097, 0.019], [-2.030, -1.388, 0.366]], "spin_multiplicity": 1, "gap_ev": [7.1, 7.6], "total_charge": 1, "e_tot_ev": -6793.34338, "homo_ev": [-12.49, -12.84], "relative_energy_kcal_mol": 109.42}